No. 1
Here is a structure of composition C32H29BrN9O5V from the Open Molecules 2025 dataset. Energies are from ωB97M-V/def2-TZVPD.

Results
**Lowest unoccupied orbital energy (alpha / beta)**: 2.4 / 2.3 eV
**E**: -5623.809824 Ha
**HOMO-LUMO gap (alpha / beta)**: 4.903 / 4.775 eV
**HOMO energy (alpha / beta)**: -2.544 / -2.460 eV
**Relative energy (zero: lowest compared OMol25 entry of this formula, charge and spin)**: 181.4 kJ/mol

Structure (ORCA input):
```
! wB97M-V def2-TZVPD RIJCOSX def2/J DEFGRID3
* xyz -1 2
V -0.631 0.978 0.214
O 4.276 -0.900 -0.603
C 4.338 0.293 -1.269
C 5.561 0.706 -1.777
C 5.656 1.903 -2.467
C 4.539 2.700 -2.646
C 3.324 2.309 -2.112
C 3.215 1.114 -1.424
C 1.943 0.768 -0.660
O 1.039 1.735 -0.586
N 1.351 -0.505 -1.188
N -0.016 -0.583 -0.840
C -0.589 -1.693 -1.259
C -1.950 -2.015 -1.335
Br -3.245 -0.593 -1.141
C -2.483 -3.235 -1.697
C -1.864 -4.525 -1.692
C -2.415 -5.551 -2.485
C -1.900 -6.827 -2.474
C -0.822 -7.140 -1.656
C -0.274 -6.148 -0.854
C -0.776 -4.864 -0.870
H 3.344 -1.111 -0.440
H 6.428 0.085 -1.608
H 6.614 2.214 -2.858
H 4.609 3.634 -3.182
H 2.439 2.927 -2.180
H 2.344 0.490 0.352
H 1.426 -0.511 -2.210
H 0.063 -2.452 -1.707
H -3.518 -3.225 -2.011
H -3.262 -5.323 -3.117
H -2.341 -7.589 -3.104
H -0.422 -8.143 -1.633
H 0.549 -6.384 -0.194
H -0.369 -4.124 -0.197
C -1.766 1.482 -3.791
O -1.331 2.816 -3.923
C -1.231 3.601 -2.798
C -1.090 4.953 -3.060
C -0.920 5.879 -2.039
C -0.920 5.450 -0.732
C -1.078 4.096 -0.419
C -1.255 3.685 0.937
N -1.241 2.438 1.278
N -1.634 2.085 2.521
C -1.954 0.802 2.525
O -1.980 0.105 1.470
C -2.212 0.162 3.831
C -1.913 0.824 5.020
C -1.990 0.153 6.226
C -2.371 -1.180 6.258
C -2.701 -1.832 5.081
C -2.616 -1.170 3.871
C -1.228 3.114 -1.455
O -1.432 1.882 -1.157
H -1.828 1.093 -4.809
H -1.057 0.884 -3.209
H -2.754 1.431 -3.326
H -1.118 5.271 -4.092
H -0.804 6.927 -2.276
H -0.798 6.162 0.072
H -1.513 4.435 1.688
H -1.605 1.856 4.965
H -1.733 0.661 7.146
H -2.406 -1.712 7.198
H -3.007 -2.869 5.110
H -2.842 -1.671 2.941
N 3.062 -1.315 3.248
N 2.129 -0.399 2.828
N 2.191 0.877 3.169
C 1.182 1.391 2.500
N 0.538 0.478 1.768
N 1.134 -0.678 1.986
H 3.983 -0.884 3.194
H 3.002 -2.126 2.638
H 0.923 2.429 2.532
*
```



No. 2
Here is a cluster of 9 separate species, C45H114N6O15 in total from the Open Molecules 2025 dataset. Energies are from ωB97M-V/def2-TZVPD.

Results
**Lowest unoccupied orbital energy**: 0.6 eV
**E**: -3239.649379 Ha
**HOMO-LUMO gap**: 9.218 eV
**HOMO energy**: -8.660 eV
**Relative energy (zero: lowest compared OMol25 entry of this formula, charge and spin)**: 210.1 kJ/mol
**SMILES string**: COCCNCCOC.COCCNCCOC.COCCNCCOC.COCCNCCOC.COCCNCCOC.COCCNCCOC.CC(C)O.CC(C)O.CC(C)O

Structure (ORCA input):
```
! wB97M-V def2-TZVPD RIJCOSX def2/J DEFGRID3
* xyz 0 1
C 4.738 -34.332 -7.272
O 4.694 -35.452 -8.231
C 3.684 -36.402 -8.009
C 3.653 -36.888 -6.601
N 4.909 -37.484 -6.168
C 5.089 -37.454 -4.778
C 6.541 -37.553 -4.365
O 7.178 -36.302 -4.775
C 8.460 -35.986 -4.104
H 5.239 -33.523 -7.895
H 5.227 -34.688 -6.368
H 3.731 -33.942 -7.107
H 3.758 -37.228 -8.800
H 2.702 -35.857 -8.120
H 2.890 -37.572 -6.366
H 3.396 -35.960 -5.983
H 5.582 -36.954 -6.699
H 4.455 -38.234 -4.374
H 4.686 -36.465 -4.364
H 6.914 -38.345 -4.983
H 6.623 -37.741 -3.312
H 9.121 -35.571 -4.871
H 8.820 -36.928 -3.598
H 8.235 -35.264 -3.304
C 5.994 -24.578 -11.762
O 5.226 -25.657 -12.377
C 3.843 -25.395 -12.738
C 3.191 -26.616 -13.295
N 3.327 -27.739 -12.370
C 2.742 -28.989 -12.951
C 2.701 -30.010 -11.833
O 1.697 -29.757 -10.865
C 2.107 -28.827 -9.829
H 5.509 -24.260 -10.771
H 6.052 -23.672 -12.322
H 6.952 -25.029 -11.530
H 3.788 -24.602 -13.575
H 3.308 -25.082 -11.832
H 3.485 -26.761 -14.306
H 2.126 -26.362 -13.312
H 4.337 -27.862 -12.175
H 3.321 -29.352 -13.809
H 1.682 -28.865 -13.229
H 3.657 -30.120 -11.319
H 2.395 -31.017 -12.157
H 1.929 -27.809 -10.281
H 3.137 -28.825 -9.651
H 1.500 -29.009 -9.014
C -1.337 -24.862 -5.976
O -1.939 -25.613 -6.981
C -1.630 -26.992 -6.757
C -2.339 -27.851 -7.763
N -1.971 -29.272 -7.519
C -2.461 -30.141 -8.587
C -1.427 -30.333 -9.708
O -2.070 -31.066 -10.768
C -1.109 -31.213 -11.809
H -0.242 -25.000 -5.929
H -1.762 -25.029 -4.961
H -1.424 -23.763 -6.159
H -1.868 -27.423 -5.763
H -0.533 -27.111 -6.798
H -2.117 -27.558 -8.790
H -3.443 -27.767 -7.646
H -2.371 -29.600 -6.654
H -3.480 -29.889 -9.006
H -2.669 -31.055 -8.037
H -0.507 -30.711 -9.391
H -1.116 -29.362 -10.066
H -0.688 -30.201 -12.002
H -1.568 -31.657 -12.701
H -0.342 -31.888 -11.446
C 5.154 -28.447 -2.208
O 5.279 -29.699 -2.824
C 4.135 -30.510 -2.788
C 4.236 -31.728 -3.703
N 2.973 -32.503 -3.398
C 3.207 -33.912 -3.299
C 1.924 -34.697 -3.256
O 1.503 -35.040 -4.596
C 0.499 -36.042 -4.506
H 4.168 -28.032 -2.477
H 5.930 -27.819 -2.735
H 5.380 -28.457 -1.101
H 3.156 -29.988 -3.082
H 4.093 -30.932 -1.740
H 5.128 -32.284 -3.519
H 4.229 -31.360 -4.685
H 2.337 -32.490 -4.205
H 3.706 -34.142 -2.324
H 3.809 -34.299 -4.161
H 1.172 -34.146 -2.782
H 2.036 -35.587 -2.608
H 0.893 -37.067 -4.255
H -0.062 -36.145 -5.416
H -0.208 -35.763 -3.760
C -1.890 -24.007 -1.913
O -1.234 -25.268 -2.125
C -2.239 -26.277 -2.209
C -1.628 -27.655 -2.322
N -0.851 -27.894 -3.469
C -0.277 -29.230 -3.477
C 0.421 -29.545 -4.738
O 1.621 -28.678 -4.850
C 2.319 -28.812 -6.160
H -2.550 -24.057 -1.020
H -2.560 -23.756 -2.752
H -1.008 -23.415 -1.824
H -2.829 -26.079 -3.134
H -2.942 -26.340 -1.413
H -2.410 -28.421 -2.386
H -1.048 -27.913 -1.339
H -0.107 -27.169 -3.486
H -1.163 -29.969 -3.427
H 0.284 -29.426 -2.514
H -0.147 -29.378 -5.701
H 0.747 -30.558 -4.684
H 1.639 -28.336 -6.912
H 2.665 -29.791 -6.305
H 3.276 -28.263 -6.029
C 6.199 -35.773 -16.108
O 4.872 -35.681 -15.687
C 4.627 -36.744 -14.771
C 3.083 -36.837 -14.609
N 2.412 -35.620 -14.437
C 2.848 -34.751 -13.330
C 1.944 -33.559 -13.221
O 2.051 -32.884 -14.453
C 0.839 -32.240 -14.785
H 6.389 -34.754 -16.547
H 6.365 -36.631 -16.722
H 6.907 -35.798 -15.168
H 5.175 -36.564 -13.858
H 4.926 -37.713 -15.223
H 2.774 -37.478 -13.772
H 2.649 -37.290 -15.567
H 2.518 -35.021 -15.244
H 3.876 -34.434 -13.446
H 2.744 -35.353 -12.415
H 2.290 -32.999 -12.354
H 0.904 -33.906 -12.939
H 0.630 -31.508 -14.029
H 0.008 -32.938 -14.891
H 0.929 -31.596 -15.707
C -0.775 -36.845 -12.424
C -0.985 -36.644 -13.885
C -2.448 -36.775 -14.344
O -0.499 -35.358 -14.280
H 0.326 -36.710 -12.229
H -1.019 -37.870 -12.088
H -1.325 -36.099 -11.824
H -0.295 -37.265 -14.453
H -2.551 -36.692 -15.388
H -2.991 -35.980 -13.777
H -2.820 -37.757 -14.083
H 0.485 -35.467 -14.298
C 6.411 -34.722 -11.571
C 6.069 -33.373 -10.896
C 6.328 -32.268 -11.886
O 4.729 -33.455 -10.540
H 5.994 -34.770 -12.556
H 6.153 -35.552 -10.890
H 7.450 -34.796 -11.618
H 6.647 -33.241 -9.962
H 6.169 -31.291 -11.473
H 5.693 -32.421 -12.825
H 7.380 -32.342 -12.108
H 4.688 -34.118 -9.821
C 2.125 -32.298 -8.521
C 0.938 -32.520 -7.498
C -0.093 -33.636 -7.851
O 1.448 -32.658 -6.168
H 2.956 -31.789 -8.004
H 1.713 -31.617 -9.268
H 2.402 -33.287 -8.833
H 0.396 -31.513 -7.395
H 0.283 -34.642 -7.768
H -0.354 -33.456 -8.868
H -0.953 -33.452 -7.168
H 1.378 -33.527 -5.813
*
```



No. 3
Here is an isolated molecule of C3H4N4O from the Open Molecules 2025 dataset. Energies are from ωB97M-V/def2-TZVPD.

Results
**Lowest unoccupied orbital energy**: 0.4 eV
**E**: -410.856578 Ha
**HOMO-LUMO gap**: 10.128 eV
**HOMO energy**: -9.712 eV
**Relative energy (zero: lowest compared OMol25 entry of this formula, charge and spin)**: 385.2 kJ/mol
**SMILES string**: [H]/N=c1\nconc1N

Structure (ORCA input):
```
! wB97M-V def2-TZVPD RIJCOSX def2/J DEFGRID3
* xyz 0 1
H 1.187 -1.134 -2.343
N 1.312 -0.949 -1.253
C 0.307 -0.353 -0.773
N -0.933 -0.190 -1.356
C -1.501 0.673 -0.624
O -1.234 1.166 0.502
N -0.158 0.734 1.427
C 0.510 -0.117 0.717
N 1.561 -0.790 1.235
H -2.475 1.212 -0.936
H 1.278 -0.511 2.275
H 1.504 -1.736 0.700
*
```



No. 4
Here is a cluster of 2 separate species, C2HClO3 in total from the Open Molecules 2025 dataset. Energies are from ωB97M-V/def2-TZVPD.

Results
**Lowest unoccupied orbital energy**: 0.4 eV
**E**: -762.748559 Ha
**HOMO-LUMO gap**: 11.668 eV
**HOMO energy**: -11.307 eV
**Relative energy (zero: lowest compared OMol25 entry of this formula, charge and spin)**: 13.3 kJ/mol
**SMILES string**: O=C=O.O=CCl

Structure (ORCA input):
```
! wB97M-V def2-TZVPD RIJCOSX def2/J DEFGRID3
* xyz 0 1
O 2.057 0.585 0.543
C 2.414 0.217 -0.512
O 2.727 -0.131 -1.590
O -0.607 1.588 -1.925
C -0.296 0.434 -1.739
Cl -0.932 -0.560 -0.489
H 0.419 -0.087 -2.333
*
```



No. 5
Here is a structure of composition C49H52CsN7O5P2Te from the Open Molecules 2025 dataset. Energies are from ωB97M-V/def2-TZVPD.

Results
**Lowest unoccupied orbital energy**: 3.6 eV
**E**: -3628.917161 Ha
**HOMO-LUMO gap**: 5.796 eV
**HOMO energy**: -2.179 eV
**Relative energy (zero: lowest compared OMol25 entry of this formula, charge and spin)**: 145.2 kJ/mol

Structure (ORCA input):
```
! wB97M-V def2-TZVPD RIJCOSX def2/J DEFGRID3
* xyz -2 1
Cs -0.187 1.173 1.055
O 1.952 -2.616 -0.589
C 1.142 -3.666 -0.864
C -0.264 -3.617 -0.059
C -1.493 -3.065 -0.752
C -2.038 -3.835 -1.780
C -3.102 -3.352 -2.506
C -3.633 -2.128 -2.164
C -3.122 -1.442 -1.065
C -3.819 -0.169 -0.646
C -3.162 1.170 -1.177
O -2.093 1.482 -0.431
C -2.804 0.995 -2.696
C -1.464 1.086 -3.055
C -1.065 0.999 -4.386
C -2.007 0.801 -5.389
C -3.352 0.707 -5.042
C -3.743 0.814 -3.713
C -4.223 2.323 -1.158
C -5.607 2.186 -1.251
C -6.447 3.300 -1.212
C -5.916 4.574 -1.080
C -4.534 4.725 -0.984
C -3.705 3.615 -1.023
N -2.073 -1.907 -0.355
C 0.808 -3.732 -2.375
C 0.603 -4.908 -3.098
C 0.253 -4.873 -4.447
C 0.094 -3.653 -5.093
C 0.294 -2.474 -4.379
C 0.657 -2.518 -3.040
C 1.923 -4.954 -0.427
C 3.012 -5.372 -1.207
C 3.854 -6.399 -0.811
C 3.654 -7.042 0.411
C 2.597 -6.632 1.208
C 1.741 -5.609 0.789
H -0.069 -3.051 0.852
H -0.513 -4.649 0.198
H -1.593 -4.788 -2.030
H -3.508 -3.922 -3.334
H -4.468 -1.713 -2.715
H -3.781 -0.064 0.439
H -4.860 -0.251 -0.965
H -0.754 1.246 -2.251
H -0.013 1.090 -4.641
H -1.701 0.724 -6.426
H -4.099 0.563 -5.816
H -4.800 0.772 -3.471
H -6.065 1.207 -1.332
H -7.521 3.163 -1.277
H -6.571 5.437 -1.031
H -4.098 5.710 -0.855
H -2.631 3.714 -0.892
H 0.694 -5.866 -2.600
H 0.101 -5.801 -4.990
H -0.194 -3.619 -6.138
H 0.137 -1.515 -4.863
H 0.819 -1.605 -2.472
H 3.193 -4.857 -2.146
H 4.675 -6.701 -1.452
H 4.306 -7.849 0.729
H 2.426 -7.111 2.166
H 0.932 -5.310 1.444
C 5.693 2.633 3.935
N 4.310 2.771 3.518
C 3.413 3.705 3.977
C 2.233 3.445 3.329
N 2.383 2.373 2.496
C 3.630 1.984 2.622
P 4.360 0.508 1.861
C 3.624 0.620 0.185
N 2.624 1.402 -0.155
C 2.373 1.159 -1.477
C 3.247 0.226 -1.954
N 4.055 -0.105 -0.901
C 5.170 -1.025 -0.999
C 3.283 -0.707 2.719
N 2.281 -0.401 3.518
C 1.764 -1.596 3.942
C 2.466 -2.634 3.398
N 3.452 -2.060 2.647
C 4.387 -2.777 1.805
H 5.935 3.452 4.606
H 6.364 2.670 3.078
H 5.856 1.691 4.458
H 3.697 4.460 4.696
H 1.285 3.948 3.428
H 1.576 1.675 -2.000
H 3.348 -0.255 -2.916
H 5.859 -0.695 -1.776
H 4.811 -2.029 -1.230
H 5.705 -1.048 -0.057
H 0.907 -1.636 4.601
H 2.357 -3.706 3.451
H 4.588 -3.758 2.234
H 5.322 -2.221 1.752
H 3.946 -2.890 0.817
C 0.170 6.808 4.610
C -1.054 6.370 3.833
O -1.086 4.941 3.792
P -1.312 4.064 2.409
O -1.183 2.667 2.896
Te -0.095 4.982 0.631
O -2.867 4.425 2.121
C -3.843 3.821 2.996
C -4.451 2.575 2.385
H 0.179 7.896 4.728
H 1.072 6.502 4.072
H 0.181 6.343 5.600
H -1.020 6.794 2.837
H -1.966 6.730 4.320
H -4.612 4.575 3.164
H -3.391 3.588 3.962
H -4.951 2.817 1.444
H -5.182 2.137 3.077
H -3.666 1.844 2.173
*
```